Here is one molecule with the formula C4H4Cl2O2 in a non-equilibrium geometry from OMol25. Energies are from ωB97M-V/def2-TZVPD.

## Properties
M = 154.98 g mol⁻¹
calculated total energy = -33346.22956 eV
LUMO energy (spin up / spin down) = -0.0266 / -0.0265 Eh
HOMO-LUMO gap (spin up / spin down) = 8.48 / 8.47 eV
charge = 0
energy relative to the best compared isomer or geometry (same formula, charge and spin) = 139.8 kcal/mol
HOMO energy (spin up / spin down) = -0.338 / -0.338 Ha
strongest force on any atom = 0.0936 Eh/bohr

Last column: Löwdin charge in e.
Geometry (Å):
1 C -0.7012 -0.8195 0.3069  -0.632
2 C -1.4190 0.0298 0.9669  -0.633
3 C 0.5858 -0.7070 -0.5071  -0.167
4 C 0.9397 0.7914 -0.7242  -0.160
5 O -0.4234 1.8350 0.6886  -0.138
6 O 0.8888 1.4093 0.5934  -0.185
7 Cl -1.2129 -2.5547 0.4827  0.607
8 Cl -2.6634 0.2795 1.9426  0.837
9 H 1.3348 -1.3283 0.1164  0.148
10 H 0.4902 -1.2450 -1.4043  0.085
11 H 1.9409 0.9224 -1.2289  0.138
12 H 0.2398 1.3869 -1.2330  0.099